Entry 1:
{"formula": "C18H33N3O5S2V", "method": "ωB97M-V/def2-TZVPD", "gap_ev": [6.8, 7.9], "e_tot_ev": -81243.2752, "max_force_ev_per_a": 1.38, "lumo_energy_ev": [-9.8073, -8.6866], "e_homo_ha": [-0.6088, -0.6093], "de_lowest_kj_mol": 0.00, "multiplicity": 3, "charge": 3, "molar_mass_g_mol": 486.56, "symbols": ["V", "C", "C", "O", "C", "C", "O", "C", "C", "O", "C", "C", "O", "C", "C", "O", "H", "H", "H", "H", "H", "H", "H", "H", "H", "H", "H", "H", "H", "H", "H", "H", "H", "H", "H", "H", "C", "N", "C", "S", "N", "C", "H", "H", "H", "H", "H", "H", "H", "H", "S", "C", "N", "C", "C", "C", "C", "H", "H", "H", "H", "H"], "xyz": [[-0.189, -0.467, -0.431], [1.316, -2.152, 1.482], [2.414, -1.411, 0.765], [1.833, -1.007, -0.505], [2.636, -0.014, -1.210], [1.840, 0.398, -2.419], [0.509, 0.703, -1.922], [-0.289, 1.733, -2.559], [-1.710, 1.435, -2.111], [-1.708, 0.992, -0.730], [-1.798, 2.031, 0.286], [-0.394, 2.390, 0.692], [0.317, 1.156, 0.973], [0.426, 0.789, 2.382], [-0.261, -0.540, 2.552], [0.097, -1.360, 1.405], [1.566, -2.341, 2.524], [1.085, -3.094, 0.989], [3.269, -2.061, 0.578], [2.746, -0.520, 1.298], [3.584, -0.452, -1.516], [2.805, 0.828, -0.537], [1.740, -0.405, -3.148], [2.268, 1.286, -2.881], [-0.203, 1.638, -3.641], [0.083, 2.707, -2.250], [-2.117, 0.606, -2.684], [-2.360, 2.299, -2.229], [-2.370, 1.588, 1.099], [-2.347, 2.884, -0.110], [-0.357, 3.053, 1.554], [0.145, 2.873, -0.119], [-0.017, 1.560, 3.009], [1.487, 0.733, 2.613], [-1.343, -0.456, 2.500], [0.026, -1.052, 3.468], [-5.649, -3.283, 2.773], [-4.853, -2.335, 1.980], [-3.679, -2.478, 1.384], [-3.001, -1.063, 0.634], [-3.006, -3.627, 1.320], [-3.400, -4.982, 1.730], [-6.556, -2.767, 3.070], [-5.122, -3.584, 3.675], [-5.933, -4.156, 2.192], [-5.220, -1.398, 1.912], [-2.152, -3.549, 0.793], [-3.706, -5.014, 2.769], [-2.525, -5.618, 1.625], [-4.191, -5.377, 1.096], [-0.396, -2.369, -1.821], [-1.837, -2.577, -2.797], [-1.690, -3.490, -3.790], [-2.657, -3.831, -4.664], [-3.886, -3.230, -4.584], [-4.087, -2.291, -3.580], [-3.074, -1.964, -2.686], [-0.786, -3.946, -3.874], [-2.394, -4.580, -5.397], [-4.663, -3.497, -5.285], [-5.052, -1.808, -3.483], [-3.259, -1.285, -1.871]], "forces_ev_per_angstrom": [[-1.04, 0.04, 0.90], [-0.12, 0.11, 0.05], [-0.03, -0.10, -0.12], [0.19, 0.31, 0.08], [-0.05, -0.13, -0.16], [-0.21, 0.05, -0.05], [0.18, 0.11, 0.14], [0.01, -0.20, -0.02], [0.09, 0.08, 0.01], [0.03, 0.18, -0.43], [-0.01, -0.09, -0.05], [0.21, 0.01, -0.03], [-0.24, 0.00, 0.08], [0.21, 0.10, -0.08], [0.09, -0.09, -0.11], [0.17, -0.28, 0.03], [0.03, -0.01, 0.02], [0.02, -0.04, -0.04], [0.03, 0.00, -0.03], [0.00, 0.01, 0.01], [0.04, -0.07, 0.09], [0.03, 0.02, 0.02], [0.06, -0.03, -0.03], [0.04, 0.00, -0.02], [0.01, 0.02, -0.04], [0.01, 0.05, 0.00], [-0.02, -0.06, 0.01], [-0.03, 0.02, 0.02], [0.00, -0.02, 0.04], [0.00, 0.01, -0.02], [-0.07, -0.01, 0.04], [0.05, 0.03, 0.02], [-0.07, -0.01, 0.01], [0.04, 0.05, 0.01], [-0.04, 0.01, 0.02], [0.05, 0.01, 0.03], [-0.02, 0.03, -0.01], [0.03, 0.02, -0.04], [0.16, -0.22, 0.06], [0.10, 0.18, -0.16], [-0.01, 0.04, 0.03], [0.05, 0.03, -0.02], [-0.01, 0.02, -0.01], [0.00, 0.02, 0.00], [0.01, 0.01, -0.01], [-0.01, 0.00, 0.04], [0.01, -0.02, -0.01], [0.01, 0.00, 0.01], [0.01, 0.00, -0.02], [-0.01, 0.01, 0.00], [-0.09, -0.16, -0.17], [0.18, -0.09, -0.04], [-0.02, 0.00, -0.04], [0.07, -0.01, 0.03], [-0.02, -0.05, -0.07], [0.02, 0.09, 0.11], [-0.16, -0.06, -0.13], [0.00, 0.01, 0.00], [-0.01, 0.00, -0.01], [0.00, 0.01, 0.01], [0.01, -0.02, 0.00], [0.02, 0.07, 0.05]]}

---

Entry 2:
{"formula": "C28H31Cl3GeN4O5SY", "method": "ωB97M-V/def2-TZVPD", "gap_ev": 6.9, "e_tot_ev": -151704.4245, "max_force_ev_per_a": 2.21, "lumo_energy_ev": 1.6162, "e_homo_ha": -0.1958, "de_lowest_kj_mol": 22.22, "charge": -1, "molar_mass_g_mol": 803.52, "symbols": ["Y", "O", "C", "C", "C", "C", "C", "C", "C", "N", "C", "C", "N", "C", "C", "C", "C", "C", "C", "C", "O", "H", "H", "H", "H", "H", "H", "H", "H", "H", "H", "H", "H", "H", "H", "C", "Ge", "C", "C", "C", "H", "H", "H", "H", "H", "H", "H", "H", "H", "H", "H", "Cl", "C", "Cl", "Cl", "C", "N", "N", "C", "C", "C", "C", "C", "C", "S", "O", "O", "O", "H", "H", "H", "H", "H", "H"], "xyz": [[-0.429, -0.627, -0.355], [-0.598, 0.133, 1.589], [-0.535, -0.222, 2.844], [-0.645, 0.746, 3.859], [-0.564, 0.396, 5.186], [-0.377, -0.939, 5.577], [-0.284, -1.896, 4.600], [-0.356, -1.570, 3.234], [-0.263, -2.668, 2.288], [-0.275, -2.602, 1.012], [-0.244, -3.882, 0.278], [0.033, -3.635, -1.202], [-0.830, -2.539, -1.640], [-1.708, -2.750, -2.547], [-2.760, -1.833, -2.945], [-3.546, -2.175, -4.063], [-4.604, -1.400, -4.464], [-4.914, -0.251, -3.713], [-4.183, 0.098, -2.604], [-3.075, -0.674, -2.186], [-2.397, -0.325, -1.136], [-0.796, 1.775, 3.552], [-0.650, 1.167, 5.943], [-0.315, -1.206, 6.624], [-0.145, -2.939, 4.871], [-0.182, -3.657, 2.752], [0.512, -4.554, 0.688], [-1.218, -4.366, 0.376], [1.068, -3.332, -1.338], [-0.149, -4.552, -1.767], [-1.697, -3.713, -3.068], [-3.289, -3.077, -4.614], [-5.192, -1.669, -5.332], [-5.748, 0.375, -4.013], [-4.416, 0.985, -2.025], [3.134, -0.397, 3.390], [3.943, -0.332, 1.611], [4.354, -2.161, 1.120], [5.516, 0.807, 1.752], [2.647, 0.533, 0.406], [3.900, -0.654, 4.127], [2.333, -1.139, 3.447], [2.710, 0.576, 3.658], [5.070, -2.541, 1.855], [4.786, -2.245, 0.122], [3.448, -2.770, 1.174], [6.105, 0.522, 2.628], [5.189, 1.842, 1.882], [6.145, 0.750, 0.862], [3.162, 1.220, -0.265], [1.997, 1.111, 1.068], [2.780, 0.267, -3.606], [3.238, -0.865, -2.306], [3.682, -2.454, -2.976], [4.860, -0.192, -1.662], [2.055, -1.034, -1.423], [1.801, -0.439, -0.314], [-0.157, 1.274, -1.981], [-0.869, 2.509, -1.662], [-1.538, 3.202, -2.657], [-2.226, 4.370, -2.353], [-2.233, 4.855, -1.051], [-1.560, 4.151, -0.055], [-0.886, 2.978, -0.356], [-3.062, 6.394, -0.641], [-1.964, 7.323, -0.427], [-3.812, 6.074, 0.563], [-3.877, 6.677, -1.811], [0.828, 1.492, -2.090], [-0.463, 0.973, -2.901], [-1.529, 2.821, -3.674], [-2.765, 4.924, -3.112], [-1.590, 4.529, 0.960], [-0.384, 2.425, 0.433]], "forces_ev_per_angstrom": [[-0.47, 0.25, -0.81], [-0.05, 0.09, 1.12], [-0.01, 0.12, -0.31], [0.02, 0.11, 0.11], [0.02, -0.03, 0.03], [-0.02, 0.15, 0.01], [0.02, -0.13, -0.07], [-0.01, -0.31, -0.06], [0.04, 0.13, 0.18], [0.00, -0.50, -0.05], [-0.01, 0.15, 0.04], [-0.21, 0.09, 0.01], [-0.16, -0.80, -0.11], [-0.10, 0.17, -0.02], [0.12, -0.22, -0.05], [0.10, -0.06, 0.03], [-0.01, 0.10, 0.09], [-0.01, -0.03, -0.05], [-0.07, 0.13, -0.07], [0.03, 0.10, 0.15], [-0.71, -0.13, -0.39], [0.00, -0.05, 0.04], [0.00, -0.01, -0.02], [0.00, 0.02, -0.04], [-0.01, 0.04, 0.00], [0.00, -0.03, 0.07], [0.05, -0.03, 0.07], [-0.10, 0.00, 0.05], [0.10, 0.08, -0.07], [-0.02, -0.07, -0.08], [-0.06, -0.05, -0.04], [-0.02, 0.05, 0.03], [0.02, 0.01, 0.03], [0.04, -0.04, 0.02], [0.01, -0.08, -0.06], [-0.01, 0.03, 0.13], [-0.17, 0.11, 0.27], [0.10, -0.25, -0.06], [0.17, 0.07, -0.02], [-0.04, -0.13, -0.10], [-0.09, 0.01, 0.00], [0.07, 0.08, -0.01], [0.03, -0.09, 0.01], [-0.05, -0.07, -0.09], [-0.04, -0.05, 0.13], [0.06, 0.02, -0.02], [-0.01, 0.04, -0.08], [0.07, -0.03, 0.00], [-0.04, 0.02, 0.08], [-0.03, 0.00, 0.02], [-0.10, 0.01, -0.13], [-0.15, -0.15, -0.01], [0.65, 0.14, 0.15], [-0.12, 0.00, -0.08], [-0.09, -0.02, -0.10], [-0.92, 0.18, 0.16], [2.10, 0.69, 0.06], [0.04, 0.57, 0.12], [-0.03, -0.15, -0.10], [-0.09, -0.02, -0.04], [-0.01, 0.06, 0.13], [0.16, -0.20, -0.01], [-0.10, 0.08, -0.13], [0.08, 0.00, 0.08], [-0.03, -0.03, 0.01], [0.06, 0.06, 0.00], [-0.04, 0.00, 0.06], [-0.06, 0.05, -0.06], [0.12, -0.04, -0.02], [-0.02, -0.16, -0.06], [-0.01, 0.02, 0.03], [0.03, -0.03, 0.04], [0.01, -0.02, -0.04], [-0.02, 0.00, -0.04]]}

---

Entry 3:
{"formula": "C31H38BF5O9", "method": "ωB97M-V/def2-TZVPD", "gap_ev": 7.9, "e_tot_ev": -65447.0129, "max_force_ev_per_a": 3.32, "lumo_energy_ev": -1.5955, "e_homo_ha": -0.3490, "smiles": "C#CCc1c(CCCC(=O)OCC)c(F)c2c(c1CCCC(=O)O)C(=O)C(B(O)CC)=C(C(F)(F)C(F)F)C2=O.COCCOC", "charge": 0, "molar_mass_g_mol": 660.44, "symbols": ["C", "C", "C", "C", "C", "C", "C", "C", "C", "O", "O", "C", "C", "C", "F", "C", "C", "C", "C", "C", "C", "C", "O", "O", "C", "O", "C", "B", "O", "C", "C", "C", "C", "F", "F", "C", "F", "F", "C", "O", "H", "H", "H", "H", "H", "H", "H", "H", "H", "H", "H", "H", "H", "H", "H", "H", "H", "H", "H", "H", "H", "H", "H", "H", "H", "H", "H", "H", "C", "O", "C", "C", "O", "C", "H", "H", "H", "H", "H", "H", "H", "H", "H", "H"], "xyz": [[0.346, -5.366, 0.524], [-0.119, -4.410, -0.125], [-0.810, -3.062, -0.590], [0.192, -2.127, -1.397], [-0.271, -1.608, -2.750], [-1.706, -1.944, -3.363], [-2.736, -0.991, -2.581], [-4.261, -1.405, -2.771], [-4.779, -1.868, -1.338], [-4.310, -2.843, -0.752], [-5.826, -1.178, -0.675], [-5.290, -0.014, 0.027], [-6.276, 0.377, 1.218], [0.610, -0.694, -3.593], [0.207, -0.219, -4.837], [1.959, -0.298, -3.070], [2.425, -0.840, -1.714], [1.564, -1.736, -0.841], [2.076, -2.226, 0.567], [3.135, -3.418, 0.530], [3.445, -3.994, -0.914], [4.777, -4.873, -0.755], [4.952, -5.654, 0.179], [5.815, -4.732, -1.687], [3.883, -0.379, -1.288], [4.670, -1.079, -0.659], [4.257, 1.099, -1.762], [5.189, 1.928, -0.708], [6.594, 2.023, -0.967], [4.451, 2.549, 0.585], [4.834, 4.105, 0.688], [3.808, 1.618, -2.984], [4.151, 3.103, -3.402], [5.541, 3.297, -3.575], [3.610, 4.043, -2.494], [3.511, 3.502, -4.822], [3.836, 4.869, -4.993], [2.120, 3.470, -4.650], [2.958, 0.637, -3.882], [3.055, 0.527, -5.098], [0.785, -6.143, 1.202], [-1.212, -2.475, 0.300], [-1.711, -3.374, -1.188], [-1.962, -3.040, -3.188], [-1.729, -1.684, -4.464], [-2.520, 0.062, -2.951], [-2.438, -1.063, -1.483], [-4.837, -0.450, -3.008], [-4.452, -2.166, -3.578], [-4.288, -0.351, 0.458], [-5.164, 0.885, -0.665], [-5.740, 1.005, 2.002], [-7.203, 0.905, 0.819], [-6.644, -0.584, 1.687], [2.496, -1.304, 1.090], [1.144, -2.496, 1.168], [4.107, -3.005, 0.952], [2.782, -4.219, 1.249], [2.614, -4.706, -1.189], [3.678, -3.217, -1.693], [5.552, -4.084, -2.374], [7.003, 2.049, -0.074], [3.336, 2.430, 0.452], [4.786, 1.938, 1.482], [5.523, 4.420, -0.149], [5.304, 4.268, 1.713], [3.854, 4.684, 0.676], [3.885, 2.863, -5.667], [-3.717, 4.220, 5.858], [-4.002, 3.119, 6.709], [-5.291, 2.563, 6.466], [-5.200, 1.295, 5.628], [-4.738, 1.576, 4.309], [-3.363, 1.263, 4.138], [-2.650, 4.437, 5.932], [-3.957, 4.003, 4.814], [-4.277, 5.100, 6.190], [-5.950, 3.298, 5.992], [-5.718, 2.309, 7.440], [-6.201, 0.864, 5.531], [-4.559, 0.551, 6.114], [-3.235, 0.179, 4.061], [-2.753, 1.647, 4.960], [-3.022, 1.724, 3.210]], "forces_ev_per_angstrom": [[-0.90, 2.17, -1.09], [0.31, -0.66, 2.15], [1.07, -0.95, -0.04], [1.26, 1.54, -1.78], [1.70, 0.61, -0.33], [0.48, 0.60, 1.07], [0.80, -0.69, -0.32], [-0.54, 1.70, 1.35], [0.08, -2.08, 0.88], [-0.69, 2.15, -1.65], [1.51, 0.42, -1.12], [-0.02, 0.49, 1.12], [-0.03, -0.48, -0.60], [1.67, -0.87, 2.73], [0.43, -0.96, 2.31], [-1.04, -1.30, 1.40], [-1.89, -0.27, -0.72], [-0.69, 0.90, -2.71], [-0.91, 0.76, -0.40], [0.44, 0.71, 0.39], [1.24, -1.02, 0.76], [0.29, -1.07, 1.31], [-0.52, 1.86, -2.26], [-1.80, 0.46, 0.52], [-0.76, -0.05, -0.56], [-1.41, 1.56, -1.00], [-0.25, 0.53, -1.75], [0.90, -0.32, -0.34], [-2.44, -0.65, 1.57], [0.40, -0.13, -0.65], [-0.64, -0.45, 1.00], [0.31, -1.20, 2.00], [-0.49, -0.05, -1.59], [-2.23, -0.20, 0.92], [1.49, -1.77, -0.96], [-0.20, 1.46, 1.58], [-0.38, -2.27, -0.17], [1.87, -0.32, -0.60], [-0.56, -0.39, -0.24], [-0.02, 0.62, 2.17], [-0.71, 1.12, -1.39], [0.65, -1.02, -0.88], [1.03, 0.58, 0.50], [0.33, 1.43, -0.37], [0.13, -0.53, 1.29], [-0.48, -1.23, 0.59], [-0.57, 0.31, -1.40], [0.58, -1.37, 0.05], [0.28, 0.62, 1.06], [-1.16, 0.74, -0.47], [-0.01, -1.25, 0.69], [-0.75, -0.75, -1.08], [1.33, -0.52, 0.51], [0.55, 1.05, -0.37], [-0.29, -1.27, -0.71], [1.31, 0.11, -0.80], [-1.23, -0.57, -0.54], [0.51, 0.78, -1.19], [0.89, 0.90, -0.13], [-0.73, -0.69, 0.88], [0.15, -0.44, 0.54], [0.05, 0.44, -0.85], [1.17, 0.04, 0.36], [-0.48, 0.84, -0.77], [-0.83, -0.16, 1.08], [-0.40, 0.10, -1.50], [1.50, -0.49, -0.17], [-0.67, 0.81, 0.74], [0.13, 0.01, 0.18], [-0.15, 0.05, -0.35], [0.32, -0.29, 0.23], [-0.32, 0.31, -0.24], [0.26, -0.02, 0.21], [-0.08, 0.03, -0.10], [-0.10, -0.05, 0.08], [-0.04, -0.02, 0.02], [-0.01, 0.05, -0.11], [0.05, -0.07, -0.07], [-0.04, -0.02, 0.00], [0.00, -0.01, 0.04], [0.03, 0.10, 0.02], [0.10, -0.04, 0.04], [-0.04, -0.03, 0.00], [-0.10, -0.02, 0.01]]}

---

Entry 4:
{"formula": "C14H26N2O5", "method": "ωB97M-V/def2-TZVPD", "gap_ev": [7.5, 7.0], "e_tot_ev": -28152.9486, "max_force_ev_per_a": 7.99, "lumo_energy_ev": [2.8080, 2.2381], "e_homo_ha": [-0.1734, -0.1734], "multiplicity": 2, "charge": -1, "molar_mass_g_mol": 302.37, "symbols": ["C", "C", "C", "O", "C", "O", "N", "C", "O", "O", "H", "H", "H", "H", "H", "H", "H", "H", "C", "C", "C", "C", "C", "C", "N", "O", "C", "C", "C", "H", "H", "H", "H", "H", "H", "H", "H", "H", "H", "H", "H", "H", "H", "H", "H", "H", "H"], "xyz": [[7.568, -2.244, 1.884], [6.487, -1.097, 1.396], [5.596, -1.600, 0.073], [4.146, -1.588, 0.315], [3.661, -2.835, 0.923], [4.305, -4.002, 0.989], [2.233, -2.796, 1.493], [1.848, -1.319, 1.725], [1.973, -0.750, 2.956], [1.308, -0.472, 0.610], [7.335, -2.504, 3.006], [8.639, -1.767, 1.848], [7.584, -3.198, 1.196], [7.142, -0.155, 1.065], [5.771, -0.721, 2.246], [6.010, -2.597, -0.398], [5.798, -0.759, -0.750], [2.273, -3.198, 2.464], [-3.879, 0.847, -2.767], [-4.236, 1.464, -1.381], [-3.552, 2.852, -1.233], [-2.050, 2.772, -0.973], [-1.743, 1.847, 0.200], [-2.386, 0.443, 0.054], [-3.845, 0.506, -0.294], [-4.544, 0.876, 0.869], [-1.619, -0.369, -1.024], [-2.118, -0.359, 1.370], [-5.779, 1.695, -1.465], [-4.594, 1.141, -3.544], [-2.900, 1.162, -3.136], [-3.902, -0.249, -2.736], [-4.013, 3.405, -0.403], [-3.725, 3.458, -2.132], [-1.522, 2.436, -1.871], [-1.665, 3.776, -0.753], [-0.654, 1.756, 0.306], [-2.097, 2.327, 1.122], [-2.110, -1.331, -1.216], [-0.595, -0.591, -0.697], [-1.511, 0.154, -1.974], [-2.494, 0.155, 2.262], [-1.042, -0.503, 1.531], [-2.578, -1.354, 1.326], [-6.314, 0.745, -1.569], [-6.037, 2.320, -2.328], [-6.175, 2.221, -0.585]], "forces_ev_per_angstrom": [[0.03, 0.67, 0.46], [0.44, -0.08, -0.78], [1.65, 1.38, -0.68], [0.23, -3.93, 1.56], [0.82, -4.04, 0.67], [-2.95, 7.04, -0.62], [3.20, 3.10, -0.24], [-2.33, 7.10, 0.29], [-0.30, -4.10, -5.81], [2.84, -5.39, 5.17], [0.56, 0.15, -2.32], [-1.98, -1.01, 0.13], [-0.28, 1.90, 1.51], [-1.63, -1.98, 0.60], [1.32, -0.97, -1.67], [-1.13, 1.76, 1.31], [-0.91, -1.86, 1.71], [0.28, 0.31, -1.36], [0.21, -0.17, -0.12], [-0.65, 0.24, -1.76], [0.13, -0.08, 0.32], [-0.04, -0.08, -0.02], [-0.23, 0.17, -0.02], [1.87, -1.27, 0.09], [-1.61, 2.96, 3.94], [1.46, -1.36, -3.12], [0.06, 0.06, -0.23], [-0.58, 0.32, 0.09], [0.17, -0.08, 0.91], [-0.02, 0.14, 0.30], [-0.03, -0.14, 0.16], [0.09, 0.22, 0.11], [-0.08, -0.25, -0.02], [-0.19, -0.28, 0.00], [-0.03, -0.04, 0.03], [-0.04, -0.11, -0.06], [-0.23, -0.39, 0.03], [-0.14, -0.21, -0.06], [-0.06, 0.17, 0.05], [-0.20, 0.16, 0.30], [-0.15, 0.01, -0.01], [-0.16, -0.04, -0.29], [-0.09, 0.20, -0.46], [-0.04, 0.20, -0.08], [0.12, 0.07, 0.06], [0.39, -0.16, 0.02], [0.22, -0.31, -0.08]]}